{
  "formula": "C64H91N12O6S2",
  "method": "the ωB97M-V functional and the def2-TZVPD basis",
  "molar_mass_da": 1188.644,
  "e_homo_ev": [-8.0, -8.0],
  "total_charge": 0,
  "spin_multiplicity": 2,
  "homo_lumo_gap_ha": [0.2934, 0.2792],
  "de_lowest_ev": 0.0000,
  "symbols": ["S", "S", "O", "O", "O", "O", "O", "O", "N", "N", "N", "N", "N", "N", "N", "N", "N", "N", "N", "N", "C", "C", "C", "C", "C", "C", "C", "C", "C", "C", "C", "C", "C", "C", "C", "C", "C", "C", "C", "C", "C", "C", "C", "C", "C", "C", "C", "C", "C", "C", "C", "C", "C", "C", "C", "C", "C", "C", "C", "C", "C", "C", "C", "C", "C", "C", "C", "C", "C", "C", "C", "C", "C", "C", "C", "C", "C", "C", "C", "C", "C", "C", "C", "C", "H", "H", "H", "H", "H", "H", "H", "H", "H", "H", "H", "H", "H", "H", "H", "H", "H", "H", "H", "H", "H", "H", "H", "H", "H", "H", "H", "H", "H", "H", "H", "H", "H", "H", "H", "H", "H", "H", "H", "H", "H", "H", "H", "H", "H", "H", "H", "H", "H", "H", "H", "H", "H", "H", "H", "H", "H", "H", "H", "H", "H", "H", "H", "H", "H", "H", "H", "H", "H", "H", "H", "H", "H", "H", "H", "H", "H", "H", "H", "H", "H", "H", "H", "H", "H", "H", "H", "H", "H", "H", "H"],
  "positions_angstrom": [[-0.38463, -0.28710, -2.51207], [-3.40727, -4.40065, 2.62838], [1.13379, -1.66116, 2.62237], [-4.82314, -6.44110, -0.25759], [-0.28095, -5.98135, -3.59177], [-3.16854, -2.25122, -4.71106], [-3.23613, -1.46795, -2.47153], [-4.64745, -4.10411, -0.48422], [1.07946, -0.68869, 1.71666], [0.49807, 6.34368, 1.70825], [5.95873, -1.12349, -4.39019], [-10.08488, 5.35084, 6.82519], [-3.32041, 2.61366, 4.33919], [-5.97657, -8.56746, -2.89652], [9.33898, 1.01538, -6.85359], [8.65369, -1.44981, 0.95844], [6.66122, -6.46756, -2.31316], [-11.00279, 6.74553, 10.21811], [12.64689, 5.40612, -8.32746], [-5.13301, 5.54572, 6.74812], [13.63754, 7.37508, -8.57940], [13.99523, 5.18012, -8.25117], [-2.10152, 2.83710, 4.92405], [2.58488, 5.75344, 2.17551], [-0.76618, 0.85357, 0.73850], [-4.63020, 5.54099, 8.02145], [-12.09012, 4.82862, 6.03159], [7.74247, -1.30402, 1.97023], [-0.47130, -1.71202, -0.08735], [14.63594, 6.38553, -8.40130], [4.64690, -6.98650, -3.08511], [1.07159, -2.79473, -2.05911], [-11.94836, 6.23826, 6.00900], [0.42773, 5.41407, 2.71125], [-6.43211, 5.97306, 6.77448], [-0.28852, -0.66237, 1.10801], [2.76499, -2.48371, 0.91184], [9.15807, 1.65272, -8.05194], [2.15642, -0.98705, 0.71357], [-12.63151, 7.45202, 11.54776], [1.70882, 5.02637, 3.01978], [-5.61785, 5.97903, 8.87047], [-4.25010, -4.89869, -2.88696], [-12.30284, 7.17314, 10.24365], [4.81189, -1.48107, -3.73392], [-6.20730, -10.22332, -4.35509], [-6.44379, -9.84413, -3.05581], [-5.45224, -8.12435, -4.08077], [-4.38155, -2.32775, -2.25501], [-5.57807, -9.13292, -5.00493], [7.10684, -3.01049, 0.65246], [6.03921, -5.28555, -2.61441], [0.48238, -1.48303, -1.36161], [5.65614, -0.22340, -5.37775], [10.64618, 2.80679, -6.82430], [-10.70270, 6.53188, 6.50761], [-6.76063, 6.25267, 8.08003], [-3.90988, 3.81308, 4.04472], [0.17615, -4.11423, -2.05572], [-1.10882, -1.14619, -3.98141], [-10.50017, 6.74031, 11.49194], [4.78747, -5.57670, -3.09961], [-3.07239, -5.50747, 1.14816], [-1.31615, -1.15672, 2.28888], [-2.61848, -1.68943, -3.72381], [-0.41365, -4.54158, -3.50735], [1.80979, 6.56024, 1.37908], [12.42027, 6.74086, -8.53278], [4.30211, 0.00180, -5.34536], [5.81742, -7.50944, -2.59239], [-1.90728, 4.19392, 4.99509], [-10.92627, 4.30798, 6.54263], [6.76876, -2.25786, 1.80357], [1.78218, -0.65181, -0.80562], [-4.25268, -5.35793, 0.05023], [8.27647, -2.49139, 0.15286], [9.95445, 2.77103, -8.06115], [10.24847, 1.70978, -6.10126], [3.39693, 0.00397, 1.09456], [-11.48848, 7.17804, 12.33918], [-3.05350, 4.81384, 4.43820], [3.76672, -0.79491, -4.30325], [-3.97544, -3.81607, -1.74142], [-1.40272, -6.61330, -4.25343], [-1.41440, 1.22934, 1.61929], [-5.38886, -5.03324, -2.94158], [0.13240, -4.03126, -4.36961], [3.75701, 0.66590, -5.99964], [-11.39913, 7.28765, 13.40988], [3.41492, -2.57784, 1.83875], [3.68925, -0.30468, 2.16892], [14.38113, 4.18402, -8.09585], [-10.49542, 6.47592, 9.39044], [-2.03268, -5.35700, 0.70149], [-12.87979, 7.24300, 9.33394], [-5.25433, -9.08997, -6.03442], [-3.76480, -5.92200, -2.67024], [2.68209, -0.83374, -1.50397], [-4.62328, 5.27458, 5.91774], [4.29816, -0.22331, 0.43674], [-0.52537, 5.10832, 3.11655], [-9.15496, 5.26341, 7.20827], [-7.71841, 6.61393, 8.42728], [3.47573, -2.62265, 0.00738], [-1.97472, -7.28883, -3.51151], [-0.70209, -4.13944, -1.33499], [5.90821, -2.39928, 2.44051], [-4.88408, 3.85179, 3.58081], [-1.03725, 4.68639, 5.40367], [8.87602, 0.16773, -6.57004], [-2.13162, -5.89658, -4.75443], [-3.23272, 5.87485, 4.33667], [-2.18550, -4.06183, 3.19170], [1.98499, 4.30079, 3.77075], [-3.86804, -4.57629, -3.91164], [6.88064, -1.46901, -4.18012], [-10.20279, 7.47649, 6.66230], [-3.61495, 5.22855, 8.21320], [15.70496, 6.53818, -8.38540], [1.50202, 0.46631, -0.83677], [-6.01332, -8.03528, -2.04018], [-5.03476, -7.13297, -4.16286], [-4.96294, -1.86783, -1.36837], [0.12050, 1.59010, 0.69177], [-1.53827, -4.27526, -3.46489], [3.06970, 1.09458, 1.09797], [3.66300, 5.69347, 2.15352], [-2.35505, -0.78471, 1.93739], [6.42867, 0.17879, -6.01550], [4.83846, -2.18997, -2.91949], [-0.22821, -2.76533, 0.32642], [11.41515, 7.12314, -8.62619], [-1.24013, -0.33517, -4.79417], [-12.67712, 6.95827, 5.66716], [9.47360, -0.88034, 0.82746], [-5.12436, -2.36108, -3.12135], [1.26258, -2.52497, -3.16854], [-6.45988, -11.17932, -4.78947], [-10.62458, 3.28832, 6.72791], [-12.94884, 4.25800, 5.71028], [-1.43282, 0.90571, -0.18229], [-9.48501, 6.42785, 11.68468], [-2.84717, -3.76795, -1.55314], [10.03140, 3.48387, -8.86946], [2.73084, -0.86045, -4.00312], [-6.90182, -10.37196, -2.23321], [6.54020, -4.34165, -2.45932], [13.79231, 8.43368, -8.72663], [-1.55685, -1.70055, -0.48237], [7.59336, -6.55690, -1.94312], [10.53220, 1.36479, -5.11870], [-0.43125, -1.93410, -4.44546], [-13.58887, 7.81263, 11.89390], [8.87041, -2.77134, -0.70417], [-1.38040, -2.29187, 2.35702], [-0.95155, -7.34457, -5.02639], [-3.72132, 1.70809, 4.15486], [-5.52760, 6.08885, 9.94103], [-3.08899, -6.58286, 1.56142], [8.47897, 1.25722, -8.79178], [11.93319, 4.70044, -8.24608], [2.11380, -3.08235, -1.65421], [-1.47867, 2.01270, 5.23632], [1.97157, -3.29731, 0.80329], [0.86451, -4.99111, -1.74833], [-1.12270, -0.63548, 3.28268], [-7.00995, 6.04285, 5.86467], [11.35698, 3.55258, -6.49908], [-0.29168, 6.79798, 1.27994], [3.78459, -7.55554, -3.39970], [6.55515, -3.84093, 0.23585], [7.86457, -0.53541, 2.71810], [6.12233, -8.53005, -2.41800], [2.07737, 7.26670, 0.60804], [4.05368, -4.85467, -3.42754]],
  "mulliken_spin": [0.00, 0.00, 0.61, 0.00, 0.00, 0.00, 0.00, 0.00, 0.27, 0.00, 0.00, 0.00, 0.00, 0.00, 0.00, 0.00, 0.00, 0.00, 0.00, 0.00, 0.00, 0.00, 0.00, 0.00, 0.01, 0.00, 0.00, 0.00, 0.05, 0.00, 0.00, 0.00, 0.00, 0.00, 0.00, 0.06, 0.00, 0.00, 0.04, 0.00, 0.00, 0.00, 0.00, 0.00, 0.00, 0.00, 0.00, 0.00, 0.00, 0.00, 0.00, 0.00, -0.02, 0.00, 0.00, 0.00, 0.00, 0.00, 0.00, 0.00, 0.00, 0.00, 0.00, 0.00, 0.00, 0.00, 0.00, 0.00, 0.00, 0.00, 0.00, 0.00, 0.00, 0.01, 0.00, 0.00, 0.00, 0.00, 0.01, 0.00, 0.00, 0.00, 0.00, 0.00, 0.00, 0.00, 0.00, 0.00, 0.00, 0.00, 0.00, 0.00, 0.00, 0.00, 0.00, 0.00, 0.00, 0.00, 0.00, 0.00, 0.00, 0.00, 0.00, 0.00, 0.00, 0.00, 0.00, 0.00, 0.00, 0.00, 0.00, 0.00, 0.00, 0.00, 0.00, 0.00, 0.00, 0.00, 0.00, 0.00, 0.00, 0.00, 0.00, 0.00, 0.00, 0.00, 0.00, 0.00, 0.00, 0.00, -0.02, 0.00, 0.00, 0.00, 0.00, 0.00, 0.00, 0.00, 0.00, 0.00, 0.00, 0.00, 0.00, 0.00, 0.00, 0.00, 0.00, 0.00, 0.00, 0.00, 0.00, 0.00, 0.00, 0.00, 0.00, 0.00, 0.00, 0.00, 0.00, 0.00, 0.00, 0.00, 0.00, 0.01, 0.00, 0.00, 0.00, 0.00, 0.00, 0.00, 0.00, 0.00, 0.00, 0.00, 0.00]
}